1.
Below is a cluster of 2 separate species, C4H9O2P in total, with properties calculated with wB97M-V/def2-TZVPD.

```
16
Properties=species:S:1:pos:R:3:mulliken_charge:R:1
C -1.44644 -1.29672 -0.44737 -1.0561
P 0.07761 -0.47151 0.13421 0.2753
C -0.69662 0.64165 1.31936 -0.9960
C 0.39879 0.75648 -1.26585 -1.0744
H -2.29602 -0.53360 -0.47379 0.2998
H -1.87143 -1.99725 0.26344 0.3631
H -1.38462 -1.80887 -1.53645 0.2736
H -1.44462 0.12143 1.99618 0.3119
H -1.17639 1.58200 0.84055 0.3094
H 0.02593 1.17481 1.98779 0.2972
H 1.12307 1.50621 -1.05365 0.3930
H -0.71002 1.27361 -1.36082 0.2875
H 0.41823 0.12093 -2.18022 0.3203
O 2.88953 0.37465 1.48487 -0.3702
C 2.95263 -0.36868 0.60878 0.7745
O 3.14036 -1.07515 -0.31703 -0.4088
```

As for the total charge: 0. For the frontier orbital gap, the calculation gives 9.4 eV. The HOMO energy is -8.547 eV.



2.
Below is an isolated molecule of C4H9O2P, with properties calculated with wB97M-V/def2-TZVPD.

```
16
Properties=species:S:1:pos:R:3:mulliken_charge:R:1
C 0.70544 1.66900 0.02123 -1.2292
C 0.63565 0.14650 -0.08372 0.6660
P 2.34834 -0.63004 -0.19107 -0.1890
O 0.03960 -0.29358 -1.32018 -0.3823
C -1.19131 -0.94649 -0.94222 -0.2934
C -1.41702 -0.50473 0.51451 -0.3203
O -0.12081 -0.38288 1.03089 -0.3292
H 1.05008 1.79836 0.99406 0.4118
H -0.40841 2.00787 -0.04744 0.2006
H 1.26145 2.17104 -0.74034 0.3834
H 1.52895 -1.92976 -0.15708 0.0408
H 2.78924 -0.76281 1.21909 0.0479
H -0.98936 -2.05677 -1.17419 0.2333
H -1.92169 -0.52189 -1.67387 0.2277
H -1.94145 0.45036 0.44278 0.2396
H -2.00333 -1.12261 1.27495 0.2924
```

As for the total charge: 0. For the frontier orbital gap, the calculation gives 10.2 eV. The HOMO energy is -9.315 eV.



Of them, 1 has the highest stability.



1.
Below is an isolated molecule of C3H5N3OS, with properties calculated with wB97M-V/def2-TZVPD.

```
13
Properties=species:S:1:pos:R:3:mulliken_charge:R:1
N 0.42257 -0.66887 2.25169 -0.5012
C 0.67541 -0.04058 1.04256 0.4590
N 1.77040 0.55927 0.70809 -0.6477
C 1.61836 0.90757 -0.63631 -0.4502
C 0.40746 0.52697 -1.08689 0.4101
O -0.25224 0.73686 -2.25102 -0.5308
N -0.22719 -0.08673 0.00239 0.0105
S -1.74646 -0.84483 -0.02626 -0.1734
H -0.51252 -0.56311 2.63018 0.2313
H 1.09626 -0.40640 2.91463 0.2796
H 2.37963 1.45104 -1.17096 0.4064
H -0.43630 -0.10528 -2.68725 0.3398
H -2.53353 0.25672 0.09039 0.1666
```

As for the total charge: 0. For the frontier orbital gap, the calculation gives 8.4 eV. The HOMO energy is -8.013 eV.



2.
Below is an isolated molecule of C3H5N3OS, with properties calculated with wB97M-V/def2-TZVPD.

```
13
Properties=species:S:1:pos:R:3:mulliken_charge:R:1
C 1.65223 -0.11797 1.33723 -0.6312
N 1.19006 -0.18667 -0.05445 -0.4601
N -0.17178 -0.00599 -0.16680 0.4322
C -1.05358 -0.88280 -0.75082 0.0354
N -2.05882 -0.27727 -1.28544 -0.4519
C -1.87259 1.07794 -1.05019 0.2534
S -2.90309 2.33011 -1.08332 -0.3441
O -0.55511 1.28182 -0.68088 -0.2697
H 1.33568 -0.99805 1.91753 0.2754
H 2.73239 0.01871 1.35801 0.2899
H 1.15761 0.78218 1.72511 0.2692
H 1.44779 -1.05164 -0.52780 0.2299
H -0.90079 -1.97037 -0.73818 0.3716
```

As for the total charge: 0. For the frontier orbital gap, the calculation gives 8.5 eV. The HOMO energy is -8.631 eV.



Of them, 1 has the highest stability.



1.
Below is an isolated molecule of CN2O2S2, with properties calculated with wB97M-V/def2-TZVPD.

```
7
Properties=species:S:1:pos:R:3:mulliken_charge:R:1
C 1.86677 0.04915 0.19062 0.5413
N 2.68153 0.84321 0.42140 -0.2899
N 1.18541 -0.96526 -0.20974 -0.0727
O -0.88062 1.30264 -0.36860 -0.4054
O -0.03189 -1.23450 -0.02788 -0.1898
S -3.27764 -0.02459 0.45373 -0.1522
S -1.54356 0.02936 -0.45953 0.5688
```

As for the total charge: 0. For the frontier orbital gap (spin up / spin down), the calculation gives 6.2 / 6.8 eV. The HOMO energy (spin up / spin down) is -9.985 / -10.097 eV.



2.
Below is a cluster of 2 separate species, CN2O2S2 in total, with properties calculated with wB97M-V/def2-TZVPD.

```
7
Properties=species:S:1:pos:R:3:mulliken_charge:R:1
C -0.71117 -0.93931 1.39470 0.5722
N -0.24776 -1.49483 2.28766 -0.3772
N -1.35091 -0.08466 0.70227 -0.2238
O 1.99028 1.85057 -1.79150 -0.3730
O 1.12692 0.10302 -0.24257 -0.3885
S -2.00672 -0.09597 -0.73826 0.0662
S 1.19936 0.66118 -1.61229 0.7243
```

As for the total charge: 0. For the frontier orbital gap (spin up / spin down), the calculation gives 6.8 / 6.8 eV. The HOMO energy (spin up / spin down) is -9.782 / -9.773 eV.



Of them, 2 has the highest stability.



1.
Below is an isolated molecule of C21H20FN3O3S, with properties calculated with wB97M-V/def2-TZVPD.

```
49
Properties=species:S:1:pos:R:3:mulliken_charge:R:1
C -3.61561 -0.03416 0.09088 -1.0674
N -3.13895 0.97367 1.03848 0.0029
C -2.36955 2.06415 0.70936 0.6372
O -2.04611 2.90140 1.55814 -0.6100
C -1.72139 2.28699 -0.64447 -1.1303
C -0.32109 1.70662 -0.67901 -0.2976
C -0.35897 0.18245 -0.77165 -0.5447
C 1.04909 -0.36291 -1.10341 0.6610
C 1.83735 -1.18484 -0.31660 -0.3443
C 1.67394 -1.64209 1.03808 0.0903
C 1.95694 -2.94229 1.39746 -0.7503
C 1.80146 -3.32719 2.72744 -0.5677
C 1.32291 -2.42432 3.69469 0.3208
F 1.19532 -2.80941 4.95443 -0.3192
C 1.05586 -1.10838 3.31558 -0.6050
C 1.23807 -0.72535 2.00071 -0.2320
N 2.96356 -1.46411 -1.04339 0.0412
C 2.93922 -0.86538 -2.28595 -0.6535
C 3.90161 -0.84394 -3.28945 -0.8353
C 3.64443 -0.09718 -4.47310 -0.7095
C 2.40351 0.57382 -4.59362 0.1146
C 2.05290 1.28386 -5.75449 -0.0029
N 1.70900 1.96731 -6.61883 -0.5584
C 1.43005 0.49377 -3.55917 -0.1937
C 1.75256 -0.17020 -2.39301 0.7500
S -3.17277 0.53191 2.70143 1.1360
C -4.00436 1.80139 3.67825 -1.0227
O -1.78178 0.38515 3.17881 -0.5607
O -3.88386 -0.76585 2.77135 -0.6849
H -3.04980 -0.95415 0.14322 0.3370
H -4.64901 -0.29811 0.34873 0.3353
H -3.57963 0.30287 -0.92796 0.4534
H -2.30290 1.87138 -1.46935 0.3683
H -1.68006 3.36705 -0.84365 0.4212
H 0.20999 2.11216 -1.55726 0.4505
H 0.25207 1.98273 0.20519 0.3177
H -1.02648 -0.12486 -1.53849 0.7418
H -0.68910 -0.23037 0.21342 0.0359
H 2.26563 -3.61028 0.66154 0.5759
H 2.05095 -4.33177 3.02261 0.4227
H 0.69174 -0.38438 4.05429 0.3719
H 0.98687 0.28102 1.66917 0.3427
H 3.76477 -1.96249 -0.70568 0.2476
H 4.81707 -1.38177 -3.19618 0.4401
H 4.39716 -0.10658 -5.27149 0.4248
H 0.47638 0.98818 -3.71872 0.5516
H -4.94121 2.00450 3.23120 0.3700
H -3.35376 2.67375 3.65544 0.3472
H -4.15401 1.41621 4.69506 0.3804
```

As for the total charge: 0. For the frontier orbital gap, the calculation gives 8.5 eV. The HOMO energy is -8.134 eV.



2.
Below is an isolated molecule of C21H20FN3O3S, with properties calculated with wB97M-V/def2-TZVPD.

```
49
Properties=species:S:1:pos:R:3:mulliken_charge:R:1
O 1.52521 0.00701 3.28637 -0.6775
C 1.49411 -0.85834 2.43526 0.5818
C 2.64344 -1.10550 1.44939 -1.1124
N 2.21082 -0.85635 0.08912 0.2380
C 2.64154 0.34096 -0.60737 -1.8726
C 1.56271 1.39552 -0.58159 0.6997
C 1.23870 2.02952 0.61194 0.0063
C 0.22489 2.96950 0.65181 -0.8166
C -0.48275 3.28129 -0.49652 -0.5777
C -0.16087 2.65973 -1.69028 -0.7752
C 0.85957 1.72549 -1.73247 -0.2722
S 1.89760 -2.16475 -0.88471 1.3110
O 3.00875 -2.49474 -1.72946 -0.7155
O 1.38383 -3.19268 -0.01657 -0.8306
C 0.56206 -1.55694 -1.90704 -0.1547
C 0.65463 -1.64581 -3.28330 -0.2475
C -0.39466 -1.19431 -4.06551 -0.7876
C -1.51505 -0.67538 -3.43548 0.4028
F -2.53313 -0.23594 -4.19363 -0.3509
C -1.62051 -0.59037 -2.05646 -0.6081
C -0.55826 -1.03483 -1.29035 0.1301
N 0.46559 -1.69878 2.24269 0.0895
C -0.76786 -1.58943 3.00146 -1.5802
C -1.69145 -0.58698 2.35897 0.7841
C -1.63693 0.75894 2.70367 -0.1250
C -2.45951 1.65599 2.04330 -0.4716
C -3.28717 1.17581 1.04078 -0.3679
N -3.34324 -0.10039 0.69864 -0.6054
C -2.57381 -0.95631 1.34905 -0.3166
H 2.95904 -2.14954 1.52918 0.5448
H 3.48437 -0.45748 1.70946 0.4544
H 3.55916 0.72566 -0.14908 0.6648
H 2.87024 0.05144 -1.63705 0.5669
H 1.77711 1.78560 1.51457 0.4811
H -0.00529 3.46381 1.58326 0.5200
H -1.27694 4.01217 -0.46415 0.4311
H -0.70272 2.90332 -2.59202 0.4163
H 1.11530 1.25164 -2.66975 0.5032
H 1.54787 -2.06400 -3.71988 0.5350
H -0.35754 -1.24233 -5.14229 0.4693
H -2.51176 -0.19398 -1.59488 0.5017
H -0.59207 -0.97097 -0.21544 -0.0409
H 0.54297 -2.38635 1.50000 0.3342
H -0.50480 -1.25247 4.00845 0.4520
H -1.23444 -2.57478 3.04985 0.4992
H -0.95373 1.08771 3.47241 0.3853
H -2.45916 2.70382 2.29816 0.4855
H -3.93809 1.83655 0.48340 0.4043
H -2.66776 -1.99176 1.04411 0.4144
```

As for the total charge: 0. For the frontier orbital gap, the calculation gives 9.8 eV. The HOMO energy is -9.276 eV.



Of them, 2 has the highest stability.